(1)
154
Properties=species:S:1:pos:R:3 method="wB97M-V/def2-TZVPD" spin_multiplicity=1 gap_ev=10.257 smiles="CCOC(=O)C(F)(F)F.CCOC(=O)C(F)(F)F.CCOC(=O)C(F)(F)F.CCOC(=O)C(F)(F)F.CCOC(=O)C(F)(F)F.CCOC(=O)C(F)(F)F.COCCOCCOC.COCCOCCOC.O=C1CCCO1.O=C1CCCO1"
C 3.774 3.559 -0.423
C 3.294 2.165 0.111
O 4.372 1.876 1.071
C 4.357 0.650 1.541
O 3.485 -0.224 1.415
C 5.388 0.502 2.656
F 5.169 1.436 3.621
F 5.366 -0.680 3.297
F 6.618 0.633 2.149
H 4.127 4.151 0.422
H 2.950 4.104 -0.924
H 4.524 3.391 -1.177
H 3.048 1.327 -0.537
H 2.401 2.307 0.803
C 7.408 -2.065 0.406
C 7.075 -3.396 1.010
O 5.613 -3.573 1.157
C 5.248 -4.671 1.847
O 5.944 -5.456 2.423
C 3.721 -4.686 2.058
F 3.257 -5.867 2.589
F 3.605 -3.754 3.027
F 2.901 -4.274 1.080
H 8.455 -2.037 0.244
H 7.135 -1.178 0.948
H 7.027 -1.910 -0.613
H 7.507 -3.413 1.993
H 7.456 -4.205 0.370
C 2.667 3.711 4.035
C 1.733 3.007 5.025
O 2.236 1.669 5.270
C 1.779 0.755 4.424
O 1.057 0.985 3.479
C 2.134 -0.652 4.862
F 2.050 -1.511 3.862
F 3.403 -0.640 5.357
F 1.301 -1.035 5.807
H 3.725 3.568 4.249
H 2.467 4.784 4.054
H 2.492 3.469 3.014
H 0.731 2.980 4.722
H 1.836 3.448 6.046
C 0.292 -1.756 1.133
C 0.841 -0.697 0.234
O -0.314 -0.242 -0.584
C 0.038 0.587 -1.543
O 1.105 0.968 -1.826
C -1.307 1.078 -2.194
F -1.209 1.060 -3.516
F -2.316 0.263 -1.842
F -1.627 2.290 -1.773
H 1.066 -2.031 1.859
H 0.001 -2.663 0.642
H -0.521 -1.349 1.721
H 1.586 -1.124 -0.449
H 1.181 0.132 0.769
C -1.128 -3.512 -1.658
C -1.854 -3.195 -2.951
O -1.138 -3.789 -4.124
C -0.170 -2.938 -4.516
O 0.145 -1.883 -4.018
C 0.628 -3.524 -5.703
F 0.519 -4.835 -5.815
F 0.145 -3.021 -6.836
F 1.911 -3.341 -5.507
H -1.886 -3.118 -0.994
H -0.342 -2.824 -1.579
H -1.055 -4.558 -1.466
H -1.977 -2.120 -3.138
H -2.819 -3.594 -2.992
C -2.496 4.892 -5.143
C -2.546 3.374 -5.610
O -3.699 2.830 -4.922
C -4.591 2.285 -5.708
O -4.490 1.859 -6.851
C -5.969 2.160 -4.934
F -6.858 1.358 -5.579
F -5.707 1.706 -3.659
F -6.395 3.428 -4.792
H -1.787 5.446 -5.755
H -2.157 4.978 -4.052
H -3.510 5.280 -5.126
H -1.622 2.815 -5.342
H -2.728 3.272 -6.643
C -5.962 -0.310 1.794
O -4.910 -0.106 0.840
C -5.141 -0.687 -0.420
C -4.683 -2.121 -0.430
O -5.572 -2.960 0.346
C -5.542 -4.297 0.023
C -4.491 -5.009 0.794
O -3.253 -4.638 0.291
C -2.199 -5.329 0.961
H -5.588 -0.015 2.780
H -6.351 -1.360 1.800
H -6.802 0.330 1.596
H -4.612 -0.157 -1.212
H -6.223 -0.670 -0.603
H -3.758 -2.170 0.087
H -4.559 -2.603 -1.410
H -5.381 -4.411 -1.062
H -6.481 -4.710 0.341
H -4.617 -6.093 0.882
H -4.610 -4.686 1.845
H -2.364 -5.252 2.026
H -1.234 -4.862 0.769
H -2.106 -6.386 0.610
C -3.676 3.351 3.910
O -2.428 3.590 3.334
C -2.117 2.653 2.341
C -0.799 2.978 1.677
O -0.819 4.117 0.862
C 0.196 4.268 -0.092
C -0.108 5.521 -0.923
O 0.977 5.564 -1.792
C 0.681 6.369 -2.974
H -4.451 3.344 3.177
H -3.916 4.148 4.600
H -3.777 2.455 4.491
H -2.878 2.651 1.578
H -1.963 1.591 2.822
H -0.673 2.089 0.973
H 0.072 3.070 2.343
H 0.183 3.415 -0.846
H 1.173 4.463 0.379
H -0.286 6.420 -0.302
H -1.072 5.422 -1.425
H 0.285 5.803 -3.802
H 1.554 6.895 -3.277
H -0.143 7.105 -2.845
O -0.850 -3.279 4.483
C -1.704 -2.562 4.104
C -1.944 -1.163 4.662
C -3.324 -0.803 4.051
C -3.358 -1.649 2.799
O -2.634 -2.874 3.159
H -1.845 -1.147 5.718
H -1.137 -0.511 4.267
H -4.141 -0.967 4.741
H -3.367 0.226 3.763
H -4.359 -1.884 2.545
H -2.903 -1.234 1.870
O 6.242 1.120 -1.761
C 5.609 0.324 -2.402
C 4.531 0.538 -3.441
C 3.799 -0.782 -3.448
C 4.847 -1.884 -3.051
O 5.893 -1.075 -2.384
H 3.947 1.335 -3.010
H 5.036 0.902 -4.354
H 3.051 -0.681 -2.685
H 3.236 -1.048 -4.350
H 4.376 -2.474 -2.280
H 5.348 -2.404 -3.838


(2)
123
Properties=species:S:1:pos:R:3 method="wB97M-V/def2-TZVPD" relative_energy_kcal_mol=18.8 s_squared=0.75 spin_multiplicity=2 gap_ev="6.436 / 6.412"
Pd -0.895 -0.584 -0.642
C -4.752 -0.971 0.176
C -4.070 -0.105 1.244
C -3.894 -0.921 2.519
P -2.522 0.599 0.550
C -1.924 1.761 1.848
N -0.497 1.946 1.848
Ge 0.568 0.954 0.543
N 1.681 1.469 -0.954
C 1.467 0.797 -2.248
P 1.380 -1.005 -1.848
C 1.219 -2.009 -3.443
C 0.049 -2.930 -3.502
C 1.337 -1.135 -4.695
C 3.188 -1.442 -1.520
C 4.079 -1.284 -2.762
C 3.926 -0.731 -0.378
C 2.824 2.220 -0.750
C 3.767 2.566 -1.732
C 4.949 3.211 -1.388
C 5.239 3.531 -0.067
C 4.287 3.246 0.906
C 3.098 2.641 0.559
N 1.996 2.406 1.491
C 1.213 3.602 1.786
C 1.677 4.898 1.797
C 0.836 5.921 2.237
C -0.440 5.601 2.670
C -0.919 4.292 2.597
C -0.108 3.266 2.092
C 2.396 1.706 2.743
C 2.894 2.392 3.828
C 3.344 1.701 4.947
C 3.284 0.315 4.936
C 2.741 -0.378 3.857
C 2.238 0.309 2.738
N 1.604 -0.248 1.645
C 1.487 -1.699 1.513
P -0.213 -2.359 1.144
C -0.810 -2.697 2.872
C -0.104 -3.788 3.677
C -0.751 -1.379 3.660
C 0.245 -3.992 0.396
C -1.021 -4.836 0.243
C 1.406 -4.810 0.974
C -3.224 1.826 -0.636
C -4.395 2.671 -0.122
C -2.125 2.713 -1.227
H -5.687 -1.381 0.570
H -4.110 -1.807 -0.108
H -4.985 -0.415 -0.732
H -4.694 0.761 1.463
H -3.260 -1.786 2.339
H -4.871 -1.291 2.846
H -3.467 -0.351 3.342
H -2.284 1.417 2.822
H -2.444 2.692 1.631
H 2.262 1.028 -2.947
H 0.523 1.070 -2.713
H 2.097 -2.657 -3.378
H -1.598 -1.811 -2.752
H -0.113 -3.648 -2.703
H -0.336 -3.221 -4.477
H 0.523 -0.411 -4.751
H 1.285 -1.760 -5.591
H 2.278 -0.585 -4.725
H 3.118 -2.506 -1.272
H 4.168 -0.229 -3.042
H 3.760 -1.845 -3.637
H 5.084 -1.630 -2.503
H 4.267 0.253 -0.700
H 4.820 -1.313 -0.130
H 3.346 -0.589 0.522
H 3.583 2.323 -2.769
H 5.658 3.458 -2.170
H 6.171 4.008 0.203
H 4.482 3.490 1.943
H 2.685 5.123 1.475
H 1.191 6.943 2.255
H -1.086 6.376 3.069
H -1.918 4.072 2.947
H 2.929 3.475 3.804
H 3.738 2.239 5.800
H 3.652 -0.248 5.786
H 2.706 -1.458 3.901
H 1.896 -2.208 2.380
H 2.077 -2.053 0.667
H -1.848 -2.996 2.745
H 0.978 -3.627 3.720
H -0.286 -4.785 3.277
H -0.472 -3.780 4.710
H 0.273 -1.178 3.989
H -1.383 -1.440 4.551
H -1.064 -0.514 3.080
H 0.547 -3.669 -0.603
H -1.345 -5.236 1.211
H -0.843 -5.687 -0.420
H -1.847 -4.252 -0.174
H 1.186 -5.202 1.965
H 2.335 -4.236 1.037
H 1.603 -5.670 0.324
H -3.588 1.188 -1.426
H -4.183 3.170 0.830
H -5.308 2.083 0.002
H -4.619 3.458 -0.848
H -1.609 3.306 -0.459
H -2.569 3.416 -1.939
H -1.388 2.111 -1.752
C -2.132 -0.103 -4.697
C -3.119 -0.644 -3.663
C -4.180 0.435 -3.433
C -3.844 -1.850 -4.281
C -2.358 -1.131 -2.401
H -2.658 0.308 -5.569
H -1.465 -0.896 -5.054
H -1.518 0.696 -4.263
H -4.737 0.613 -4.360
H -3.731 1.387 -3.139
H -4.907 0.131 -2.671
H -4.326 -1.586 -5.237
H -4.618 -2.216 -3.599
H -3.140 -2.669 -4.465
H -3.032 -1.717 -1.776


(3)
144
Properties=species:S:1:pos:R:3 method="wB97M-V/def2-TZVPD" spin_multiplicity=1 total_charge=-1 gap_ev=7.140
C 10.112 8.829 -26.035
O 10.602 8.573 -27.339
C 11.466 7.469 -27.405
C 11.829 7.207 -28.863
N 10.524 7.077 -29.599
H 10.033 6.241 -29.188
H 9.884 7.878 -29.523
C 10.657 6.704 -31.054
C 10.894 7.839 -31.999
O 11.968 8.678 -31.585
C 12.453 9.502 -32.613
H 9.727 7.920 -25.560
H 9.287 9.527 -26.160
H 10.910 9.267 -25.427
H 11.086 6.548 -26.951
H 12.386 7.739 -26.865
H 12.342 6.256 -28.941
H 12.312 8.052 -29.341
H 9.707 6.209 -31.257
H 11.433 5.944 -31.149
H 10.030 8.517 -32.027
H 10.986 7.421 -33.007
H 13.242 10.187 -32.296
H 11.639 10.202 -32.852
H 12.789 8.984 -33.513
S 8.334 3.915 -29.298
O 8.564 2.548 -28.821
O 9.534 4.735 -28.942
O 8.231 3.937 -30.770
O 7.038 4.395 -28.783
C 14.794 4.313 -26.752
C 16.099 5.003 -26.330
N 17.227 4.699 -27.221
C 17.456 3.228 -27.316
C 17.581 2.419 -26.017
C 18.424 5.375 -26.714
C 19.691 5.280 -27.562
H 14.593 4.567 -27.798
H 13.925 4.602 -26.162
H 14.834 3.225 -26.699
H 15.893 6.065 -26.202
H 16.379 4.611 -25.344
H 16.561 2.909 -27.851
H 18.367 3.083 -27.889
H 16.726 2.588 -25.359
H 17.530 1.354 -26.240
H 18.478 2.696 -25.465
H 18.739 5.021 -25.718
H 18.159 6.426 -26.564
H 20.450 5.885 -27.073
H 19.506 5.624 -28.582
H 19.996 4.235 -27.630
C 9.767 15.372 -28.708
C 10.247 13.982 -28.321
N 11.664 13.737 -28.577
C 11.987 12.333 -28.319
C 11.381 11.405 -29.365
C 12.458 14.592 -27.679
C 13.956 14.527 -27.947
H 9.919 15.639 -29.753
H 10.165 16.172 -28.079
H 8.686 15.439 -28.547
H 10.006 13.761 -27.269
H 9.609 13.330 -28.922
H 13.071 12.251 -28.421
H 11.786 12.003 -27.287
H 11.778 11.758 -30.319
H 11.636 10.349 -29.279
H 10.291 11.423 -29.373
H 12.188 14.352 -26.640
H 12.166 15.629 -27.848
H 14.386 13.636 -27.489
H 14.444 15.385 -27.478
H 14.197 14.571 -29.008
C 7.659 9.591 -35.045
Cl 8.212 10.875 -33.977
Cl 6.564 10.164 -36.347
Cl 9.066 8.808 -35.768
Cl 6.742 8.420 -34.068
C 13.610 6.356 -35.854
Cl 14.078 4.965 -36.798
Cl 12.119 7.015 -36.600
Cl 13.276 5.888 -34.192
Cl 14.864 7.603 -35.834
N 16.358 6.061 -29.603
C 15.596 5.760 -30.704
C 15.282 6.927 -31.360
C 15.881 7.968 -30.620
C 16.585 7.411 -29.580
H 16.784 5.451 -28.887
H 15.303 4.730 -30.856
H 14.761 7.075 -32.289
H 15.731 9.012 -30.860
H 17.154 7.864 -28.784
N 9.565 4.426 -26.195
C 8.502 5.188 -25.802
C 8.392 5.068 -24.430
C 9.470 4.279 -23.996
C 10.168 3.855 -25.099
H 9.833 4.334 -27.176
H 7.922 5.688 -26.556
H 7.635 5.574 -23.853
H 9.637 4.074 -22.948
H 11.031 3.233 -25.256
N 9.081 4.292 -33.375
C 10.142 3.606 -33.912
C 10.311 4.082 -35.202
C 9.457 5.186 -35.383
C 8.693 5.264 -34.224
H 8.750 4.148 -32.406
H 10.582 2.743 -33.444
H 11.000 3.714 -35.948
H 9.401 5.824 -36.247
H 7.896 5.938 -33.966
N 11.902 2.956 -29.176
C 12.823 2.349 -28.373
C 13.942 2.110 -29.152
C 13.676 2.556 -30.468
C 12.408 3.119 -30.419
H 10.968 3.243 -28.898
H 12.586 2.182 -27.337
H 14.860 1.672 -28.788
H 14.185 2.576 -31.417
H 11.828 3.632 -31.170
N 8.391 10.209 -22.473
C 9.500 9.926 -21.728
C 10.543 10.652 -22.255
C 10.087 11.318 -23.428
C 8.742 11.014 -23.512
H 7.476 9.827 -22.331
H 9.464 9.220 -20.916
H 11.524 10.669 -21.809
H 10.800 11.872 -24.015
H 8.003 11.371 -24.212
N 7.129 7.141 -29.473
C 7.097 7.758 -30.687
C 7.450 9.083 -30.495
C 7.841 9.217 -29.132
C 7.557 8.008 -28.527
H 6.956 6.137 -29.294
H 6.810 7.132 -31.517
H 7.457 9.849 -31.252
H 8.119 10.132 -28.636
H 7.645 7.688 -27.502


Number 1: calculated total energy -5171.360894 Ha. Number 2: calculated total energy -5166.430904 Ha. Number 3: calculated total energy -6746.125000 Ha.